Formula: C16H27ClIMnO2P2
Source: the OMol25 dataset
Level of theory: wB97M-V/def2-TZVPD

The total energy is -91629.0712 eV. The spin multiplicity is 5. Its charge is +2. Its expectation value of S² is 6.146. The value obtained for the energy above the lowest of the compared OMol25 structures with the same formula, charge and spin is 27.1 kcal/mol.

Structure (XYZ):
```
50
Properties=species:S:1:pos:R:3:forces:R:3:nbo_charge:R:1
C 0.11401 0.40076 -4.61033 0.7 -1.5 -0.7 -0.834
C -0.05948 1.47746 -3.71545 -1.9 4.7 1.9 0.884
H 0.33119 0.75770 -5.64440 -0.2 0.1 0.6 0.348
H -0.79916 -0.23669 -4.60120 0.4 0.4 0.1 0.347
H 0.97028 -0.20950 -4.24939 -0.6 0.2 -0.3 0.321
O -0.36841 2.51309 -3.27922 1.4 -3.9 -1.8 -0.270
I 0.12719 -2.81307 -1.15461 -0.2 -0.3 -1.0 -0.170
Mn 0.22787 -0.41370 -0.51990 0.8 -1.3 0.5 0.451
P 2.55194 0.24912 -0.92454 1.1 -0.2 0.4 1.071
C 3.27331 1.46239 0.24029 -0.4 0.1 0.1 -0.947
C 3.64852 -1.20023 -0.74534 -0.2 -0.2 -0.1 -0.946
H 4.69627 -0.88804 -0.86814 -0.3 0.0 0.0 0.268
H 4.08147 1.26160 -2.48208 -0.3 -0.1 -0.1 0.282
H 3.38795 -1.95058 -1.50365 0.1 0.2 0.2 0.267
H 2.86795 0.25393 -3.32439 0.2 0.2 0.1 0.240
H 3.19139 1.12753 1.27982 0.0 0.1 -0.2 0.270
H 3.52003 -1.65072 0.24827 0.0 0.1 -0.3 0.271
C 3.01888 0.98280 -2.52014 -0.2 -0.1 -0.2 -0.954
H 4.33395 1.60639 -0.00564 -0.3 -0.1 0.0 0.269
H 2.42122 1.88260 -2.71157 0.2 -0.1 0.0 0.237
H 2.74527 2.41978 0.14782 0.2 -0.2 0.0 0.259
P -2.08130 -0.06245 -0.33096 -1.5 -0.2 0.7 1.089
C -2.71266 1.31447 0.68688 0.4 0.2 0.0 -0.949
C -2.90614 0.21421 -1.92906 0.2 -0.1 -0.3 -0.945
H -2.68631 -2.39857 -0.21129 -0.2 0.3 0.2 0.268
H -4.01348 -1.33253 0.38361 0.3 0.0 0.0 0.266
H -2.58265 -1.67821 1.41319 -0.1 0.1 -0.3 0.279
C -2.92835 -1.50877 0.38435 0.1 -0.2 -0.1 -0.951
H -2.94510 -0.73218 -2.48316 0.0 0.2 0.1 0.266
H -3.92473 0.57668 -1.73281 0.3 -0.1 -0.1 0.276
H -3.78833 1.43014 0.48753 0.3 -0.1 0.1 0.266
H -2.18456 2.24318 0.43085 -0.3 -0.2 0.1 0.255
H -2.36746 0.96207 -2.52587 -0.3 -0.1 0.2 0.218
H -2.55401 1.10056 1.75165 0.0 0.0 -0.3 0.275
C 0.15125 1.41086 -0.61181 -0.1 6.6 -0.6 0.366
O 0.13966 2.59259 -0.64130 0.0 -4.5 0.2 -0.468
Cl 0.40995 1.84866 2.54499 0.2 0.0 -0.1 0.009
C -0.28668 0.37601 3.13219 -0.4 -0.7 0.7 0.048
C -1.08057 0.45046 4.27705 0.0 -0.4 -0.1 -0.247
C -1.68242 -0.70933 4.78643 0.2 0.7 -0.2 -0.168
C -1.47270 -1.91971 4.14297 -0.1 -0.7 0.1 -0.200
C -0.66922 -2.00164 3.01584 0.3 0.4 -0.1 -0.196
C -0.03676 -0.85572 2.50046 -0.1 0.5 -0.6 -0.148
C 0.88183 -0.94360 1.31790 0.3 -0.9 1.2 -0.703
H -1.20878 1.40707 4.76636 -0.1 0.0 0.0 0.247
H -2.29977 -0.64325 5.68325 0.2 -0.1 -0.3 0.248
H -1.91935 -2.83702 4.53643 0.1 0.4 -0.1 0.244
H -0.48146 -2.95596 2.52283 -0.1 0.2 0.2 0.232
H 1.14127 -2.00052 1.14895 0.1 0.6 0.3 0.243
H 1.80720 -0.38016 1.49637 -0.3 0.0 0.0 0.219
```
Positions in Å, forces in eV/Å.

=====

Formula: C21H29N3O4
Source: the OMol25 dataset
Level of theory: wB97M-V/def2-TZVPD

The total energy is -34908.9668 eV. Its charge is 0. The SMILES is CCOC(=O)c1c(C)n(C)c2ccc(OC)c(NC(=O)CN3CCCCC3)c12. The value obtained for the energy above the lowest of the compared OMol25 structures with the same formula, charge and spin is 32.4 kcal/mol.

Structure (XYZ):
```
57
Properties=species:S:1:pos:R:3:forces:R:3:nbo_charge:R:1
C -2.98040 -4.86055 0.56861 0.1 0.5 0.1 -0.623
C -2.37934 -3.69110 1.32506 0.1 -0.4 0.4 -0.072
H -2.81388 -3.59547 2.32688 0.1 0.0 -0.1 0.188
H -1.29532 -3.80342 1.43766 -0.2 0.0 0.0 0.195
O -2.64340 -2.49565 0.59011 0.0 0.1 -0.3 -0.519
C -2.15901 -1.36181 1.12436 0.0 -0.1 0.3 0.805
O -1.54576 -1.36083 2.17303 -0.1 -0.1 -0.1 -0.626
C -2.47518 -0.17300 0.34455 -0.2 0.1 -0.3 -0.284
C -3.59485 0.01981 -0.44880 0.2 -0.3 0.2 0.286
N -3.61160 1.29838 -0.91156 0.0 -0.3 0.0 -0.338
C -2.51352 1.97169 -0.42956 0.6 0.1 0.4 0.117
C -2.11625 3.28393 -0.62508 -0.1 -0.1 0.0 -0.231
C -0.95486 3.70760 -0.01040 0.1 0.1 0.0 -0.290
C -0.17548 2.83975 0.75712 -0.1 -0.3 0.2 0.274
C -0.53738 1.49164 0.91024 0.0 0.6 -0.3 0.110
C -1.75802 1.07503 0.36004 0.0 0.3 -0.1 0.003
N 0.27336 0.60782 1.62041 -0.4 -0.3 0.5 -0.639
C 1.58722 0.30868 1.42782 0.1 0.2 -0.2 0.681
O 2.13828 -0.50064 2.14722 0.2 -0.1 0.1 -0.625
C 2.27982 0.96370 0.23324 0.2 -0.1 -0.1 -0.311
N 3.25629 0.13004 -0.43565 -0.2 0.0 0.2 -0.445
C 4.48866 -0.07080 0.30968 0.4 0.0 -0.1 -0.224
C 5.53612 -0.69521 -0.60840 -0.1 -0.1 0.2 -0.402
C 5.02746 -2.02898 -1.14357 0.0 0.2 -0.2 -0.397
C 3.69148 -1.80561 -1.84307 -0.1 -0.1 0.2 -0.399
C 2.71010 -1.13921 -0.88277 0.0 -0.1 -0.4 -0.227
H 1.76220 -0.94216 -1.39392 0.0 0.0 0.0 0.193
H 2.51033 -1.81769 -0.03687 0.0 0.0 0.0 0.180
H 3.83863 -1.15398 -2.70642 0.0 0.0 -0.1 0.198
H 3.27631 -2.75331 -2.19189 0.0 0.0 -0.1 0.202
H 5.75174 -2.46508 -1.83521 0.0 -0.1 0.0 0.203
H 4.88983 -2.72431 -0.31226 0.0 -0.1 0.0 0.195
H 5.72549 -0.01855 -1.44400 0.1 0.1 0.0 0.196
H 6.46819 -0.83355 -0.05743 0.0 0.0 0.0 0.204
H 4.83606 0.90498 0.65996 0.0 0.0 0.1 0.192
H 4.33251 -0.71687 1.18532 0.0 0.1 0.0 0.196
H 1.52309 1.25026 -0.50486 0.1 0.1 0.1 0.208
H 2.78359 1.86985 0.57900 -0.1 0.0 0.0 0.229
H -0.22558 -0.05255 2.22077 0.2 0.2 -0.1 0.447
O 0.96238 3.22348 1.41177 -0.2 -0.3 0.0 -0.502
C 1.37781 4.56239 1.32555 0.1 0.2 0.0 -0.250
H 2.27475 4.62835 1.93985 -0.1 0.1 -0.1 0.203
H 0.62151 5.24841 1.72111 0.0 0.0 0.0 0.177
H 1.62466 4.84496 0.29637 0.0 0.0 0.0 0.175
H -0.65327 4.73479 -0.13290 0.1 0.1 0.0 0.221
H -2.68797 3.97294 -1.22644 -0.1 0.1 -0.1 0.212
C -4.64656 1.86575 -1.72861 -0.3 0.1 -0.1 -0.404
H -5.53886 2.08880 -1.13640 0.0 0.0 -0.1 0.204
H -4.91969 1.17449 -2.52652 0.0 0.1 0.0 0.213
H -4.28633 2.78882 -2.17631 0.0 0.0 0.0 0.220
C -4.70352 -0.91016 -0.78160 0.0 0.0 0.0 -0.666
H -5.66678 -0.45513 -0.55136 -0.1 0.0 0.0 0.221
H -4.59671 -1.83113 -0.22041 -0.1 0.0 0.0 0.258
H -4.68817 -1.15597 -1.84401 0.0 0.0 -0.1 0.228
H -4.05739 -4.74171 0.48039 -0.1 -0.1 0.0 0.207
H -2.76883 -5.78406 1.09938 0.0 -0.1 0.0 0.219
H -2.55395 -4.91791 -0.42925 0.0 -0.1 -0.1 0.214
```
Positions in Å, forces in eV/Å.

=====

Formula: C6H5BrINO2
Source: the OMol25 dataset
Level of theory: wB97M-V/def2-TZVPD

The total energy is -90025.3318 eV. Its charge is 0. The value obtained for the energy above the lowest of the compared OMol25 structures with the same formula, charge and spin is 31.6 kcal/mol.

Structure (XYZ):
```
16
Properties=species:S:1:pos:R:3:forces:R:3:nbo_charge:R:1
C -0.47560 -1.32163 -0.92461 -1.2 -2.0 -1.3 -0.207
C 0.94016 -1.28490 -0.87551 1.2 0.5 1.6 -0.238
C -0.97848 0.23218 1.04004 1.5 -0.1 -1.9 -0.193
C -1.24409 -0.66545 -0.07960 -1.6 -0.2 0.3 -0.063
C -0.37096 1.38950 1.00753 0.0 1.6 0.4 -0.120
C 1.67764 -1.09080 0.22425 -0.7 -0.2 -1.3 -0.340
N -0.02252 2.03673 -0.24618 -1.4 -3.0 -0.8 0.515
O 0.20782 3.18286 -0.14441 1.1 3.3 -0.1 -0.345
O -0.14615 1.40900 -1.29991 0.6 0.7 0.6 -0.408
Br -3.15700 -0.75929 -0.02490 -0.2 -0.4 -0.6 0.070
I 3.72533 -0.65156 0.14903 -0.8 -0.3 0.3 0.187
H -0.76425 -1.99645 -1.82463 -0.6 1.4 1.9 0.246
H 1.28826 -1.43925 -1.82816 1.7 0.0 -2.1 0.211
H -1.37223 -0.06539 1.93404 -0.9 -0.8 2.4 0.234
H -0.31919 2.13125 1.82415 0.1 -0.8 -0.5 0.241
H 1.01125 -1.10681 1.06888 1.0 0.3 1.1 0.211
```
Positions in Å, forces in eV/Å.

=====

Formula: C4H27NO9
Source: the OMol25 dataset
Level of theory: wB97M-V/def2-TZVPD

The total energy is -24500.2920 eV. Its charge is 0. The SMILES is C/C=C/NC.O.O.O.O.O.O.O.O.O. The value obtained for the energy above the lowest of the compared OMol25 structures with the same formula, charge and spin is 122.9 kcal/mol.

Structure (XYZ):
```
41
Properties=species:S:1:pos:R:3:forces:R:3:nbo_charge:R:1
C -1.64606 2.30143 -2.27453 -0.6 -0.5 -2.6 -0.658
C -1.24886 0.89873 -2.57097 1.7 -0.6 1.0 -0.217
C -0.01850 0.38164 -2.79736 -5.6 -2.6 1.3 -0.056
N -0.03939 -1.08825 -2.66558 1.3 1.4 -0.8 -0.632
C 1.17318 -1.67264 -3.24159 -2.6 -0.9 -2.7 -0.420
H -0.79561 2.88601 -2.06970 1.1 0.9 0.2 0.222
H -2.02502 2.57972 -3.29422 -0.3 0.8 1.2 0.226
H -2.36873 2.46948 -1.48215 -0.3 -0.2 -0.2 0.220
H -1.97716 0.10251 -2.47172 -0.5 0.2 0.3 0.181
H 0.79774 0.89765 -3.12062 2.5 1.1 -0.3 0.196
H -0.89572 -1.47584 -3.11612 1.2 0.6 0.4 0.365
H 2.05396 -1.63940 -2.70076 1.6 0.8 1.6 0.194
H 0.95065 -2.74820 -3.25211 0.3 0.1 -0.7 0.207
H 1.34340 -1.23580 -4.28529 0.1 -1.0 1.1 0.166
H 2.38252 0.74319 2.49494 0.1 -0.8 0.2 0.510
H 1.62910 1.51181 3.66442 0.6 -0.3 -0.9 0.487
O 2.01803 1.58278 2.76633 -0.6 0.6 1.0 -0.976
H 0.90335 2.47271 1.63987 1.3 0.4 0.5 0.510
H 1.75194 3.74708 1.14145 3.2 1.0 0.7 0.480
O 0.98337 3.27271 1.10406 -4.2 -1.0 -1.7 -1.013
H -0.56256 -2.21138 0.73523 -2.4 2.1 -1.3 0.474
H 0.31362 -2.47495 1.84181 0.3 0.6 1.6 0.447
O 0.07623 -2.79949 1.00089 2.3 -2.6 0.1 -0.921
H -2.00427 -4.37548 -1.24758 1.9 0.5 1.2 0.457
H -1.07424 -3.39335 -1.80475 0.7 -0.2 1.1 0.453
O -1.12135 -3.93938 -0.98091 -2.7 -0.4 -2.6 -0.909
H -1.78887 0.24702 0.66913 0.3 -0.5 0.5 0.478
H -2.56453 0.70105 -0.45426 0.4 1.9 -5.1 0.450
O -2.68476 0.38344 0.36028 -0.8 -1.5 4.5 -0.935
H -1.28167 2.41676 1.43501 -0.3 -0.1 -1.4 0.474
H -0.72864 3.40549 2.36198 3.7 5.9 0.0 0.475
O -1.18355 2.66971 2.33059 -4.0 -6.1 1.6 -0.943
H -1.75416 -0.66296 2.91419 -2.2 -1.1 1.2 0.473
H -0.98624 0.48899 2.63305 0.6 5.8 1.3 0.476
O -1.02659 -0.36905 2.43709 1.8 -4.6 -2.2 -0.942
H 2.25145 -2.17835 2.37570 0.7 -0.1 1.1 0.459
H 2.66580 -1.57291 1.22630 1.0 0.7 -0.2 0.484
O 3.04634 -1.67477 2.12305 -1.7 -0.3 -0.9 -0.940
H 1.55791 -0.02151 -0.90684 0.1 -0.1 -1.7 0.472
H 1.13397 1.03977 0.07908 -0.9 4.2 0.0 0.472
O 1.36592 0.17951 -0.02140 0.9 -4.0 1.9 -0.944
```
Positions in Å, forces in eV/Å.